No. 1
Below is C26H32BClO2S as an isolated structure, with properties calculated with ωB97M-V/def2-TZVPD.

Cartesian coordinates (Å):
C (-3.9197, 4.1370, 1.9726)
C (-2.6379, 3.5601, 1.5005)
C (-2.3271, 3.1096, 0.2204)
C (-0.9506, 2.7949, 0.0647)
C (-0.2159, 2.8707, 1.2498)
B (-1.9715, -1.7713, 1.8641)
C (1.2367, 3.0554, 1.3584)
C (2.0427, 3.0475, 0.1937)
C (3.4346, 3.0090, 0.2982)
C (4.0346, 3.0356, 1.5642)
Cl (5.7399, 2.9320, 1.6949)
C (3.2513, 3.1316, 2.7270)
C (1.8594, 3.1622, 2.6186)
O (-2.8106, -1.6059, 2.9338)
C (-3.9805, -0.9565, 2.3628)
C (-5.1723, -1.3706, 3.1992)
C (-3.7816, 0.5533, 2.4585)
C (-3.9489, -1.4642, 0.8479)
C (-4.6092, -2.8340, 0.6709)
C (-4.4627, -0.5067, -0.2074)
O (-2.5344, -1.6282, 0.6072)
S (-1.2344, 3.6193, 2.5015)
H (-4.6606, 4.1105, 1.1658)
H (-4.3069, 3.5806, 2.8348)
H (-3.7685, 5.1812, 2.2826)
H (-3.0650, 3.0634, -0.5818)
H (-0.5178, 2.4948, -0.8868)
H (1.5681, 3.0710, -0.7888)
H (4.0505, 2.9497, -0.5960)
H (3.7335, 3.1738, 3.7025)
H (1.2565, 3.2600, 3.5251)
H (-6.0901, -0.9247, 2.8022)
H (-5.2873, -2.4587, 3.2308)
H (-5.0394, -1.0082, 4.2251)
H (-4.6885, 1.1030, 2.1682)
H (-3.5369, 0.8368, 3.4919)
H (-2.9553, 0.8936, 1.8158)
H (-5.7023, -2.7486, 0.7209)
H (-4.3484, -3.2363, -0.3168)
H (-4.2721, -3.5515, 1.4320)
H (-5.5378, -0.3260, -0.0810)
H (-3.9378, 0.4550, -0.1761)
H (-4.3042, -0.9444, -1.2011)
C (-0.3037, 0.5851, 2.9265)
C (-0.2394, -0.2358, 1.7470)
C (0.2814, 0.0450, 0.4295)
C (-0.4041, -1.7341, 2.0115)
C (-0.3087, -2.7369, 0.9283)
C (-0.4494, -4.0832, 1.2139)
C (-0.5929, -4.5211, 2.5347)
C (-0.3968, -3.6181, 3.5936)
C (-0.1660, -2.2880, 3.3595)
H (-0.7569, 0.0675, 3.7813)
H (0.6785, 0.9843, 3.2232)
H (-0.9598, 1.4677, 2.7835)
H (-0.5313, 0.0732, -0.3152)
H (0.8457, 0.9706, 0.3608)
H (0.9801, -0.7380, 0.0952)
H (-0.1598, -2.4014, -0.0994)
H (-0.4287, -4.8016, 0.3927)
H (-0.7658, -5.5766, 2.7456)
H (-0.3807, -3.9939, 4.6204)
H (0.1826, -1.6211, 4.1490)

As for the HOMO energy: -5.682 eV. The calculation puts the energy above the lowest of the compared OMol25 structures with the same formula, charge and spin at 364.40 kJ/mol. The LUMO energy comes out at 0.0 eV. For the total energy, the calculation gives -2043.5923 hartree. For the HOMO-LUMO gap, the calculation gives 5.675 eV.

No. 2
Below is one molecule with the formula C4H11NOSi, with properties calculated with ωB97M-V/def2-TZVPD.

Cartesian coordinates (Å):
C (1.0579, 0.6361, 0.1273)
C (1.9289, 1.8743, 0.1129)
C (1.6773, -1.8272, 0.0007)
C (-2.7729, -0.8642, 0.1306)
N (-0.1853, 0.7173, 0.2274)
O (1.9175, -0.4206, 0.0949)
Si (-1.7998, 0.7172, -0.2769)
H (2.7010, 1.7651, -0.6445)
H (1.3180, 2.7442, -0.0964)
H (2.4147, 1.9917, 1.0786)
H (0.8135, -2.1156, 0.6036)
H (1.5012, -2.1043, -1.0399)
H (2.5786, -2.3019, 0.3771)
H (-3.8000, -0.7784, -0.2128)
H (-2.3433, -1.7432, -0.3423)
H (-2.8014, -1.0454, 1.2018)
H (-2.4446, 1.8540, 0.3926)
H (-1.7612, 0.9010, -1.7347)

As for the HOMO energy: -8.830 eV. Its structure (SMILES) is CO/C(C)=N\[SiH2]C. The calculation puts the energy above the lowest of the compared OMol25 structures with the same formula, charge and spin at 67.55 kJ/mol. The LUMO energy comes out at 0.9 eV. For the total energy, the calculation gives -578.4830 hartree. For the HOMO-LUMO gap, the calculation gives 9.681 eV.

No. 3
Below is C41H37HfN5O2S as an isolated structure, with properties calculated with ωB97M-V/def2-TZVPD.

Cartesian coordinates (Å):
Hf (-0.0131, 0.5700, -0.3523)
C (-4.1352, 0.2268, 1.1422)
C (-2.8389, 0.5875, 0.4917)
N (-2.2465, -0.1405, -0.4047)
N (-3.0295, -0.9950, -1.1349)
C (-2.6295, -2.3609, -1.3591)
N (-3.1213, -3.2499, -0.3431)
S (-0.7560, 0.1406, -2.8752)
C (-2.3419, 1.9907, 0.5912)
C (-2.8048, 2.8943, 1.5178)
C (-2.5313, 4.2463, 1.3378)
C (-1.8389, 4.6502, 0.2142)
C (-1.3587, 3.6753, -0.6460)
N (-1.5729, 2.3740, -0.4604)
H (-4.9877, 0.7011, 0.6446)
H (-4.1345, 0.5747, 2.1744)
H (-4.2751, -0.8522, 1.1527)
H (-3.9920, -0.9714, -0.8346)
H (-2.3965, -3.6411, 0.2439)
H (-3.7037, -3.9934, -0.6986)
H (-3.3838, 2.5613, 2.3683)
H (-2.8837, 4.9723, 2.0607)
H (-1.6554, 5.6964, 0.0065)
H (-0.7801, 3.9449, -1.5223)
O (0.6330, -1.2240, -0.3522)
C (1.0075, -1.7499, -1.6238)
C (2.2621, -1.0318, -2.2017)
C (2.6980, 0.3662, -1.7996)
C (3.9687, 0.7485, -2.1805)
C (4.4978, 1.9384, -1.7213)
C (3.7606, 2.7142, -0.8385)
C (2.4886, 2.3220, -0.5016)
C (1.6983, 3.0975, 0.5291)
C (1.2584, 2.2547, 1.7709)
O (0.2285, 1.3478, 1.3412)
C (2.4774, 1.5067, 2.3109)
C (2.6292, 0.1291, 2.2133)
C (3.7918, -0.4882, 2.6641)
C (4.8131, 0.2666, 3.2180)
C (4.6629, 1.6439, 3.3292)
C (3.5041, 2.2569, 2.8812)
C (0.6436, 3.1366, 2.8583)
C (-0.2092, 2.5196, 3.7743)
C (-0.8118, 3.2460, 4.7893)
C (-0.5772, 4.6131, 4.9036)
C (0.2739, 5.2341, 4.0028)
C (0.8833, 4.4995, 2.9872)
N (1.9457, 1.1835, -1.0276)
C (1.4013, -3.2255, -1.5105)
C (1.4767, -3.8436, -0.2700)
C (1.8335, -5.1866, -0.1833)
C (2.1093, -5.9132, -1.3326)
C (2.0381, -5.2930, -2.5744)
C (1.6879, -3.9529, -2.6634)
C (-0.2986, -1.6547, -2.4777)
C (-1.2978, -2.6546, -1.9462)
C (-2.5172, -2.9436, -2.7612)
C (-2.5793, -2.3324, -4.1140)
C (-1.5416, -1.7180, -4.6784)
C (-0.3224, -1.3467, -3.9132)
H (2.2478, -1.0951, -3.2902)
H (3.1063, -1.6506, -1.9031)
H (4.5518, 0.0872, -2.8088)
H (5.4951, 2.2413, -2.0145)
H (4.1749, 3.6133, -0.4020)
H (0.8170, 3.5522, 0.0888)
H (2.3287, 3.9096, 0.8700)
H (1.8395, -0.4880, 1.8088)
H (3.8917, -1.5647, 2.5876)
H (5.7150, -0.2131, 3.5750)
H (5.4467, 2.2418, 3.7788)
H (3.3957, 3.3304, 2.9993)
H (-0.3883, 1.4533, 3.6967)
H (-1.4563, 2.7440, 5.5026)
H (-1.0420, 5.1850, 5.6976)
H (0.4761, 6.2957, 4.0876)
H (1.5434, 5.0293, 2.3119)
H (1.2585, -3.2729, 0.6244)
H (1.8962, -5.6641, 0.7873)
H (2.3821, -6.9593, -1.2636)
H (2.2583, -5.8537, -3.4749)
H (1.6328, -3.4850, -3.6439)
H (-0.8108, -3.5030, -1.4976)
H (-2.8378, -3.9783, -2.7716)
H (-3.4558, -2.5456, -4.7141)
H (-1.5810, -1.3945, -5.7117)
H (0.6009, -1.2330, -4.4656)

The total charge is +2. As for the HOMO energy: -13.451 eV. The calculation puts the energy above the lowest of the compared OMol25 structures with the same formula, charge and spin at 88.26 kJ/mol. The LUMO energy comes out at -6.2 eV. For the total energy, the calculation gives -2454.6234 hartree. For the HOMO-LUMO gap, the calculation gives 7.273 eV.

No. 4
Below is one molecule with the formula C9H10N4O, with properties calculated with ωB97M-V/def2-TZVPD.

Cartesian coordinates (Å):
C (-1.8517, 2.2087, 1.8836)
C (-2.6526, 1.3743, 1.0927)
C (-0.5112, 2.1462, 1.7008)
C (-2.0936, 0.5844, 0.1732)
C (0.0684, 1.2353, 0.8638)
C (1.9142, -2.5292, 1.3296)
C (-0.6957, 0.4701, 0.0075)
C (1.4145, -0.2446, -2.8494)
C (0.0948, -0.3488, -0.9536)
N (1.2249, -3.4213, 0.5854)
N (1.6834, -1.2879, 0.9697)
N (0.6514, -2.7446, -0.3583)
N (0.8810, -1.4700, -0.0407)
O (1.0656, 0.4099, -1.7424)
H (-2.3778, 2.8392, 2.6661)
H (-3.7137, 1.4820, 1.2356)
H (0.0694, 3.0042, 1.9783)
H (-2.7755, 0.1430, -0.4773)
H (1.1284, 1.2586, 0.8660)
H (2.4996, -2.7841, 2.2122)
H (2.1774, -1.0150, -2.6291)
H (1.7094, 0.5397, -3.6253)
H (0.5154, -0.8041, -3.2593)
H (-0.4260, -1.0459, -1.6288)

As for the HOMO energy: -9.692 eV. Its structure (SMILES) is CO[C@H](c1ccccc1)n1ncnn1. The calculation puts the energy above the lowest of the compared OMol25 structures with the same formula, charge and spin at 289.49 kJ/mol. The LUMO energy comes out at 0.7 eV. For the total energy, the calculation gives -643.1113 hartree. For the HOMO-LUMO gap, the calculation gives 10.405 eV.